ORCA calculation (the ωB97M-V functional and the def2-TZVPD basis) on one molecule with the formula C21H16ClN5OS.

Geometry as ORCA input:
```
! RIJCOSX wB97M-V def2-TZVPD def2/J DEFGRID3
* xyz 0 1
Cl -1.26205 -5.93529 0.78918
C -0.62421 -4.53515 1.66540
C -0.01965 -4.71641 2.91015
C 0.33194 -3.60000 3.66032
C 0.10579 -2.32429 3.17439
C -0.50075 -2.10100 1.92747
C -0.76935 -0.70426 1.46884
N -0.84361 0.28845 2.30595
N -1.23127 1.39994 1.62128
C -1.49458 1.09282 0.40338
S -2.05149 2.17018 -0.88833
C -1.17511 3.71992 -0.55455
C 0.30280 3.47858 -0.57857
N 1.08560 4.09851 -1.43862
C 2.35998 3.75848 -1.10763
C 3.55778 4.12251 -1.71816
C 4.77496 3.51411 -1.26861
C 4.78370 2.61428 -0.18399
C 3.56808 2.30538 0.43835
C 2.36705 2.86852 -0.05234
N 1.05778 2.70895 0.29291
N -1.10140 -0.21418 0.21277
C -0.95564 -0.81397 -1.15210
C -2.24618 -1.36599 -1.66940
C -2.22293 -2.19858 -2.74492
C -3.59257 -2.62967 -2.95393
C -4.34934 -1.99787 -1.98949
O -3.52015 -1.17441 -1.22879
C -0.85269 -3.21773 1.16438
H 0.08876 -5.72401 3.31172
H 0.77181 -3.71857 4.66453
H 0.32266 -1.46838 3.82549
H -1.47773 4.10544 0.43510
H -1.44966 4.46352 -1.31362
H 3.48738 4.83755 -2.51987
H 5.69859 3.74526 -1.81380
H 5.65146 2.09141 0.15883
H 3.56859 1.59111 1.24057
H 0.70380 2.19247 1.07786
H -0.17848 -1.62406 -1.10849
H -0.51388 -0.05261 -1.86683
H -1.34725 -2.51618 -3.27572
H -3.96772 -3.30968 -3.70867
H -5.42576 -2.06706 -1.83395
H -1.41504 -3.15803 0.22152
*
```

Energy above the lowest of the compared OMol25 structures with the same formula, charge and spin, eV: 0.000
SMILES: Clc1cccc(-c2nnc(SCc3nc4ccccc4[nH]3)n2Cc2ccco2)c1
E_tot, Ha: -2017.2238
F_max, eV/Å: 2.213

Results of the natural (NBO) charge analysis, in e, for atoms 1 through 2: number 1, Cl, carries -0.005; number 2, C, carries -0.002

ORCA calculation (the ωB97M-V functional and the def2-TZVPD basis) on an isolated ion of composition C12H17N6O3 and charge +1.

Geometry as ORCA input:
```
! RIJCOSX wB97M-V def2-TZVPD def2/J DEFGRID3
* xyz 1 1
C 2.47567 1.80327 4.22258
C 2.14898 0.73011 3.24605
N 1.04491 0.01354 3.43119
C 0.63363 -0.79539 2.45056
C 1.40634 -0.97578 1.27409
C 1.06635 -1.94930 0.19034
N -0.20622 -1.48171 -0.39772
C -1.48087 -1.91577 0.03149
C -2.40774 -1.19856 -0.71195
N -3.80244 -1.28000 -0.45592
O -4.53893 -0.54109 -1.11392
O -4.21938 -2.04647 0.42452
N -1.69970 -0.39269 -1.66011
C -2.31439 0.35327 -2.76722
C -2.55488 1.80610 -2.39213
O -1.28053 2.43313 -2.19653
C -0.39495 -0.53743 -1.44070
C 0.72845 0.16750 -2.17988
C 2.51545 -0.19256 1.21526
N 3.40069 -0.23049 0.17366
N 2.84495 0.65216 2.13881
H 2.44781 2.76767 3.76070
H 3.41339 1.62883 4.71664
H 1.75432 1.86036 5.00933
H -0.34139 -1.27078 2.57236
H 1.84527 -2.05683 -0.58137
H 0.92622 -2.98680 0.55560
H -1.69761 -2.65551 0.84312
H -3.24663 -0.13018 -3.01616
H -1.64090 0.31358 -3.66596
H -3.17567 1.90013 -1.49253
H -3.11432 2.30965 -3.19668
H -1.44561 3.38444 -2.08704
H 1.56004 -0.54385 -2.29338
H 0.45288 0.50209 -3.16083
H 1.05567 1.04693 -1.64983
H 3.96662 0.62022 0.14113
H 3.87452 -1.11182 0.06241
*
```

SMILES: Cc1ncc(Cn2cc([N+](=O)[O-])[n+](CCO)c2C)c(N)n1
E_tot, Ha: -1021.3954
F_max, eV/Å: 3.169

Results of the natural (NBO) charge analysis, in e, for atoms 1 through 2: number 1, C, carries -0.660; number 2, C, carries 0.461

ORCA calculation (the ωB97M-V functional and the def2-TZVPD basis) on C32H40I2N6OV as an isolated structure.

Geometry as ORCA input:
```
! RIJCOSX wB97M-V def2-TZVPD def2/J DEFGRID3
* xyz 1 3
V -0.06220 -0.00973 0.86776
I 3.86595 -2.71818 6.88523
C 2.58491 -1.88874 5.48193
C 1.23719 -1.74009 5.77769
C 0.38434 -1.18968 4.82946
I -1.64133 -0.98517 5.24733
C 0.87002 -0.77636 3.59793
O 0.06281 -0.21251 2.68189
C 2.22064 -0.94441 3.30077
C 2.74047 -0.51646 1.95467
N 1.87868 -1.03117 0.84069
C 1.81180 -2.50575 0.79792
C 0.39809 -3.00995 0.69622
C 0.13707 -4.36645 0.58148
C -1.16785 -4.80564 0.63281
C -2.18796 -3.88274 0.82596
C -1.85224 -2.55197 0.90204
N -0.58456 -2.10879 0.80017
C 3.07370 -1.50008 4.24560
H 0.84805 -2.05106 6.73716
H 2.75046 0.57024 1.86185
H 3.76225 -0.87590 1.82525
H 2.29424 -0.72082 -0.03248
H 2.42153 -2.89533 -0.01741
H 2.22350 -2.90344 1.72581
H 0.96024 -5.06207 0.47845
H -1.39194 -5.86104 0.54251
H -3.22047 -4.18789 0.92240
H -2.61172 -1.80017 1.07292
H 4.12513 -1.62454 4.01053
C -0.91560 -0.95619 -3.69819
C 0.01832 -1.44474 -2.58695
C 1.38430 -0.80811 -2.66974
C 2.29218 -1.30544 -3.59587
C 3.54094 -0.72246 -3.75674
C 3.88958 0.35908 -2.96669
C 3.01214 0.88575 -2.01886
C 3.50465 2.02074 -1.13821
C 3.72687 3.33169 -1.89221
C 1.73916 0.31017 -1.90168
N 0.81109 0.83675 -0.93301
C 0.49956 2.11183 -1.03400
C -0.11435 2.74142 0.05484
C -0.57446 4.03133 0.32166
C -0.98778 4.02802 1.64955
C -0.75109 2.73602 2.14723
N -0.22092 1.95472 1.19469
H -1.89603 -1.43418 -3.63799
H -0.49644 -1.17194 -4.68155
H -1.05576 0.12776 -3.64178
H 0.12448 -2.53133 -2.63969
H -0.43264 -1.23005 -1.62309
H 2.01011 -2.16409 -4.19726
H 4.24009 -1.11731 -4.48319
H 4.87733 0.79920 -3.06413
H 4.44849 1.70101 -0.68888
H 2.82021 2.19839 -0.30908
H 4.41676 3.19862 -2.72636
H 4.14372 4.09045 -1.22977
H 2.79225 3.72123 -2.30230
H 0.71443 2.65948 -1.95040
H -0.59549 4.86106 -0.37001
H -1.38547 4.86001 2.20961
H -0.93412 2.34797 3.13927
C -4.94425 0.22619 -0.93164
C -4.06842 1.46963 -0.76673
C -4.84255 2.56719 -0.04659
C -3.58072 1.96951 -2.12196
N -2.88711 1.22153 0.08885
N -1.97383 0.23485 -0.41018
H -5.76974 0.42076 -1.61969
H -5.37256 -0.07765 0.02771
H -4.38698 -0.61978 -1.34991
H -5.66947 2.92215 -0.66376
H -4.18014 3.40544 0.17749
H -5.26396 2.19824 0.89363
H -4.41229 2.39622 -2.68314
H -3.16558 1.16616 -2.73813
H -2.82403 2.74820 -1.98936
H -3.17989 0.91304 1.01037
H -1.58564 0.59117 -1.27913
H -2.47013 -0.62385 -0.65161
*
```

E_tot, Ha: -3186.4589
⟨S²⟩: 2.01
F_max, eV/Å: 1.341

Results of the Löwdin charge analysis, in e, for atoms 1 through 2: number 1, V, carries 0.991; number 2, I, carries 0.909

ORCA calculation (the ωB97M-V functional and the def2-TZVPD basis) on C25H47N6O2RuSi2Te as an isolated structure.

Geometry as ORCA input:
```
! RIJCOSX wB97M-V def2-TZVPD def2/J DEFGRID3
* xyz 3 5
Ru 16.64930 11.45743 5.78385
N 18.66602 11.39135 4.95297
C 19.54228 12.31274 5.76457
C 20.84301 12.85276 5.15746
C 21.92418 12.88906 6.25183
C 23.00536 13.83785 5.93090
N 22.55764 15.18028 6.28497
C 23.34340 16.19202 6.05321
N 22.79349 17.45395 6.04228
N 24.64093 16.05116 5.67805
C 18.74089 13.45254 6.39718
O 19.29401 14.48255 6.74252
O 17.47402 13.12927 6.51676
H 19.05500 10.43752 4.91896
H 18.66522 11.73995 3.94497
H 19.83599 11.68250 6.64031
H 20.70718 13.91810 4.81734
H 21.23036 12.24236 4.33911
H 22.38879 11.88953 6.26373
H 21.50351 13.13544 7.19347
H 23.30312 13.75688 4.89350
H 23.91699 13.63100 6.52335
H 21.59409 15.35238 6.55536
H 21.80183 17.52485 5.91300
H 23.24712 18.29615 6.38890
H 25.23516 15.29390 5.97854
H 25.11719 16.86270 5.36615
N 10.91783 12.44783 8.07525
C 12.20618 12.36115 7.67394
C 12.61486 13.02167 6.43930
C 13.88074 12.80509 5.94022
N 14.80060 12.05805 6.59790
C 14.41715 11.49162 7.76090
C 13.16035 11.61185 8.35697
H 10.34093 13.00455 7.48146
H 10.56164 11.79905 8.76625
H 11.91391 13.62349 5.89312
H 14.20807 13.27141 5.02508
H 15.21141 10.96819 8.30358
H 12.89694 11.12450 9.32437
C 7.56264 13.28156 14.57640
Si 8.40798 11.70784 15.11182
C 8.00513 10.41892 13.89775
C 7.64335 11.19026 16.73979
C 10.28189 12.06229 15.56054
Te 11.13864 10.64469 16.97066
C 12.43402 9.59446 15.68389
Si 11.74545 8.25581 14.56589
C 11.28929 8.97228 12.87496
C 10.26816 7.56827 15.34832
C 13.15092 7.04852 14.43334
H 6.56533 13.02284 14.46930
H 8.01798 13.60086 13.59763
H 7.58874 14.17750 15.19981
H 6.91951 10.25201 13.90981
H 8.38787 9.41703 14.24641
H 8.37926 10.64045 12.90508
H 6.60720 10.88805 16.71654
H 7.69442 12.03802 17.43791
H 8.15504 10.34297 17.12873
H 10.34000 13.01166 16.05682
H 10.95132 12.23275 14.68465
H 13.14975 9.10611 16.34608
H 12.96561 10.38248 15.05727
H 10.34178 9.43085 13.01242
H 11.34619 8.10454 12.14057
H 12.02115 9.74016 12.60917
H 9.51477 8.27133 15.78276
H 10.50070 6.90404 16.21319
H 9.79894 6.91353 14.66098
H 13.86808 7.56348 13.70636
H 12.88025 6.19696 13.85446
H 13.62480 6.82809 15.45897
C 15.49421 6.96181 5.24419
C 14.76284 7.97248 4.52493
C 15.17008 9.28513 4.71742
C 16.27631 9.60134 5.56119
C 16.90823 8.64718 6.32789
C 16.45015 7.31992 6.19967
H 15.36146 5.86522 5.17661
H 13.94973 7.73343 3.90599
H 14.71284 10.09040 4.15613
H 17.76795 8.75572 6.97490
H 16.85387 6.58341 6.86011
*
```

Energy above the lowest of the compared OMol25 structures with the same formula, charge and spin, eV: 0.000
E_tot, Ha: -2400.8617
⟨S²⟩: 6.04
F_max, eV/Å: 3.222

Results of the Löwdin charge analysis, in e, for atoms 1 through 2: number 1, Ru, carries 1.434; number 2, N, carries -0.020

ORCA calculation (the ωB97M-V functional and the def2-TZVPD basis) on one molecule with the formula C4H8N2O2.

Geometry as ORCA input:
```
! RIJCOSX wB97M-V def2-TZVPD def2/J DEFGRID3
* xyz 0 1
C 0.55933 1.62237 0.45664
C 0.66273 0.64069 -0.79874
N -0.75896 0.47742 -0.98977
C -1.45952 -0.28635 -0.29003
N -1.71909 -1.08814 0.91268
C 1.45611 -0.55962 -0.01187
O 2.16560 -0.54612 0.97561
O 1.41258 -1.76058 -0.82006
H -0.33647 2.47612 0.42429
H 1.38404 2.25962 0.67689
H 0.09761 1.14157 1.29064
H 1.45663 0.94748 -1.69553
H -2.39883 -0.51120 -0.96544
H -0.96080 -1.29305 1.61670
H -2.24256 -2.04964 0.70575
H 0.68162 -1.47058 -1.48776
*
```

Energy above the lowest of the compared OMol25 structures with the same formula, charge and spin, eV: 4.734
SMILES: C[C@H](/N=C\N)C(=O)O
E_tot, Ha: -417.0820
F_max, eV/Å: 6.752

Results of the natural (NBO) charge analysis, in e, for atoms 1 through 2: number 1, C, carries -0.605; number 2, C, carries -0.202